C19H16AsCrN6S4 | wB97M-V/def2-TZVPD

```
47
Properties=species:S:1:pos:R:3:mulliken_spin:R:1
Cr -0.48 0.83 -0.20 1.08
C -0.59 0.25 4.24 0.00
C 0.66 0.79 4.51 0.00
C 1.56 0.94 3.48 -0.01
C 1.17 0.58 2.19 -0.01
N -0.08 0.14 1.91 -0.01
C -0.92 -0.05 2.93 0.00
C 2.06 0.57 1.03 0.04
C 3.44 0.54 1.04 0.00
C 4.10 0.26 -0.14 0.00
C 3.37 -0.09 -1.27 0.00
C 2.00 -0.03 -1.21 0.03
N 1.37 0.38 -0.10 -0.03
C 1.03 -0.52 -2.19 -0.02
C 1.34 -0.95 -3.47 -0.01
C 0.34 -1.44 -4.28 0.01
C -0.96 -1.51 -3.78 -0.01
C -1.19 -1.06 -2.50 0.02
N -0.24 -0.55 -1.72 -0.04
H -1.31 0.08 5.03 0.00
H 0.92 1.08 5.52 0.00
H 2.54 1.35 3.64 0.00
H -1.89 -0.46 2.69 0.00
H 3.99 0.74 1.95 0.00
H 5.18 0.26 -0.17 0.00
H 3.87 -0.40 -2.18 0.00
H 2.36 -0.88 -3.83 0.00
H 0.55 -1.75 -5.30 0.00
H -1.77 -1.91 -4.37 0.00
H -2.19 -1.09 -2.07 0.00
S 2.55 3.70 -0.06 0.01
As 0.49 3.81 -0.53 0.00
S -0.03 2.30 -2.06 -0.06
S -0.68 2.85 1.07 0.00
S -0.09 5.75 -1.05 0.00
N -4.92 2.55 -2.72 0.00
C -4.44 1.96 -1.59 0.00
C -3.12 1.50 -1.53 0.00
N -2.60 1.00 -0.42 0.00
C -3.43 0.87 0.63 0.00
C -4.75 1.26 0.54 0.00
N -5.27 1.81 -0.56 0.00
H -4.27 2.97 -3.35 0.00
H -5.82 3.00 -2.63 0.00
H -2.47 1.60 -2.39 0.00
H -3.02 0.49 1.55 0.00
H -5.42 1.14 1.38 0.00
```

Calculated values
HOMO (alpha / beta) ... -6.084 / -6.080 eV
Multiplicity ... 2
Total charge ... 0
Orbital gap (alpha / beta) ... 0.171 / 0.168 Ha



C19H16Cl2NO4P | wB97M-V/def2-TZVPD

```
43
Properties=species:S:1:pos:R:3:lowdin_charge:R:1
C -0.23 1.13 4.90 -0.03
H -1.27 1.41 4.39 0.12
O 0.73 2.07 4.26 -0.07
C 0.97 2.26 3.06 -0.40
C 0.35 1.68 2.13 -0.05
C 0.63 1.66 0.89 -0.48
C 1.52 2.55 0.60 -0.11
C 2.31 3.41 1.27 -0.05
C 2.05 3.21 2.65 0.07
H 2.40 3.80 3.43 0.08
H 3.06 3.92 0.97 0.05
H 1.96 2.71 -0.72 0.20
N -0.06 1.07 -0.14 0.05
P -1.00 -0.54 0.18 0.69
O -2.11 -0.12 0.99 -0.22
O -0.07 -1.64 0.99 -0.07
C 0.97 -1.93 0.32 -0.39
C 2.27 -1.39 0.54 0.05
C 3.44 -1.86 -0.33 -0.07
C 3.36 -3.05 -0.96 -0.54
C 2.25 -3.52 -1.26 -0.20
C 1.08 -3.30 -0.52 0.06
H 0.10 -3.72 -0.82 0.11
H 2.12 -4.59 -1.79 0.18
Cl 4.99 -3.47 -2.01 0.44
H 4.34 -1.34 -0.07 0.09
H 2.25 -0.38 1.20 0.15
O -1.20 -1.18 -1.38 -0.09
C -2.23 -0.68 -1.97 -0.32
C -2.66 -1.46 -3.12 -0.03
C -3.47 -1.07 -4.17 -0.05
C -4.06 0.32 -3.95 -0.60
C -3.80 1.00 -2.88 -0.16
C -2.85 0.73 -1.87 0.08
H -2.55 1.29 -1.05 0.06
H -4.23 1.83 -2.86 0.03
Cl -5.26 0.85 -5.16 0.61
H -3.93 -1.86 -4.76 0.10
H -2.08 -2.45 -3.27 0.14
H 0.42 0.77 -1.06 0.14
H -0.54 0.65 2.48 0.20
H 0.16 -0.07 4.80 0.14
H -0.12 1.30 6.07 0.11
```

Calculated values
HOMO ... -8.189 eV
Total charge ... 0
Orbital gap ... 0.299 Ha



C19H16Cl3N5O2S2Sn | wB97M-V/def2-TZVPD

```
48
Properties=species:S:1:pos:R:3:lowdin_charge:R:1
Sn -0.36 -0.56 -0.40 1.26
C 3.90 -0.71 0.98 0.03
C 2.46 -0.60 0.81 -0.23
N 1.81 -0.42 -0.36 -0.01
N 2.46 -0.12 -1.61 0.04
C 1.81 0.05 -2.80 -0.73
N 2.47 0.77 -3.79 0.11
S 0.20 -0.60 -3.04 0.77
C 1.60 -0.61 1.93 -0.18
C 1.96 -0.66 3.28 0.04
C 1.00 -0.54 4.25 0.00
C -0.36 -0.39 3.96 0.04
C -0.69 -0.41 2.60 -0.03
N 0.24 -0.44 1.61 -0.01
H 4.35 -0.73 -0.01 0.09
H 4.09 -1.64 1.53 0.13
H 4.27 0.19 1.49 0.13
H 3.42 0.24 -1.53 0.16
H 3.53 0.59 -3.88 0.17
H 1.99 0.65 -4.70 0.11
H 3.07 -0.60 3.53 0.16
H 1.29 -0.64 5.32 0.15
H -1.12 -0.11 4.73 0.15
H -1.70 -0.34 2.21 0.12
S -4.70 1.31 -0.19 1.10
C -4.75 -0.37 0.04 -0.39
C -3.54 -0.98 -0.02 -0.19
C -2.44 -0.05 -0.20 -0.31
C -2.90 1.24 -0.35 -0.44
C -2.09 2.38 -0.73 -0.30
C -2.68 3.67 -0.93 -0.01
C -1.91 4.74 -1.30 -0.02
C -0.53 4.53 -1.48 -0.02
C -0.06 3.24 -1.36 -0.14
N -0.79 2.21 -0.97 0.05
H -5.75 -0.72 0.15 0.07
H -3.40 -2.05 -0.05 0.10
H -3.77 3.75 -0.59 0.12
H -2.36 5.71 -1.51 0.13
H 0.15 5.34 -1.64 0.11
H 0.97 2.99 -1.52 0.10
Cl 1.09 -5.79 -0.08 0.72
C -0.20 -4.76 -0.55 -1.51
Cl -0.39 -4.78 -2.35 0.64
Cl -1.79 -5.27 0.08 0.66
C 0.04 -3.36 -0.23 -0.76
O 1.14 -2.88 0.01 0.01
O -1.02 -2.53 -0.36 -0.24
```

Calculated values
HOMO ... -13.603 eV
Total charge ... +2
Orbital gap ... 0.201 Ha
Energy above the lowest of the compared OMol25 structures with the same formula, charge and spin ... 46.40 kJ/mol



C19H16Cl5N3O5Pt | wB97M-V/def2-TZVPD

```
49
Properties=species:S:1:pos:R:3:mulliken_spin:R:1
Pt 0.58 1.19 -0.21 1.41
O 4.23 0.52 2.29 0.00
C 3.09 0.74 1.67 0.00
O 2.87 0.42 0.51 0.04
C 2.09 1.47 2.48 0.00
C 2.24 1.86 3.79 0.00
C 1.27 2.68 4.35 0.00
C 0.24 3.16 3.56 0.01
C 0.16 2.74 2.24 0.03
N 1.03 1.86 1.76 0.06
C -0.77 3.35 1.21 -0.01
O -1.66 4.08 1.56 0.02
O -0.45 3.06 -0.02 0.23
H 4.87 0.12 1.68 0.00
H 3.12 1.55 4.35 0.00
H 1.35 3.00 5.39 0.00
H -0.50 3.87 3.92 0.00
Cl -4.16 2.90 -5.25 0.10
C -3.43 2.27 -3.87 0.27
C -2.01 2.07 -3.87 -0.01
Cl -1.09 2.45 -5.26 0.01
C -1.42 1.58 -2.76 0.11
Cl 0.30 1.29 -2.71 0.08
C -2.16 1.24 -1.57 0.10
O -1.62 0.80 -0.53 0.34
C -3.60 1.43 -1.62 0.19
Cl -4.47 1.03 -0.22 0.05
C -4.21 1.94 -2.74 -0.07
Cl -5.89 2.19 -2.77 -0.01
C -0.74 -2.06 -1.00 0.07
C -0.72 -3.68 -0.96 0.05
N 0.52 -4.02 -0.35 0.44
C 0.61 -3.63 1.02 0.04
C 0.55 -2.00 0.99 0.07
N 0.47 -1.58 -0.39 0.20
C 1.63 -2.02 -1.14 0.06
C 1.66 -3.65 -1.12 0.04
H -1.61 -1.70 -0.45 0.00
H -0.79 -1.74 -2.03 0.00
H -0.78 -4.09 -1.96 0.01
H -1.55 -4.05 -0.36 0.01
H 1.55 -3.96 1.45 0.01
H -0.22 -4.02 1.59 0.01
H 1.46 -1.61 1.45 0.01
H -0.32 -1.67 1.53 0.00
H 2.54 -1.64 -0.68 0.01
H 1.55 -1.68 -2.17 0.01
H 2.58 -4.00 -0.65 0.01
H 1.58 -4.03 -2.13 0.01
```

Calculated values
HOMO (alpha / beta) ... -14.090 / -14.712 eV
Multiplicity ... 5
Total charge ... +2
Orbital gap (alpha / beta) ... 0.294 / 0.211 Ha



C19H16CoN5 | wB97M-V/def2-TZVPD

```
41
Properties=species:S:1:pos:R:3:mulliken_spin:R:1
Co -0.90 -0.10 -0.07 2.77
C 3.85 -2.91 -0.44 0.10
C 3.93 -2.02 0.62 -0.05
C 3.04 -0.96 0.70 0.09
C 2.06 -0.80 -0.28 -0.03
C 1.95 -1.73 -1.32 0.09
C 2.86 -2.76 -1.41 -0.03
N 1.11 0.24 -0.22 0.49
C 1.50 1.50 0.07 0.04
C 2.84 1.97 0.02 0.17
C 3.10 3.29 0.29 -0.08
C 2.07 4.19 0.61 0.17
C 0.75 3.78 0.63 -0.04
C 0.47 2.45 0.36 0.08
N -0.81 1.89 0.29 -0.01
N -1.83 2.60 0.34 0.10
C -3.01 1.82 0.13 -0.01
C -4.22 2.45 0.25 0.03
C -5.37 1.71 -0.02 -0.01
C -5.25 0.39 -0.40 0.02
C -3.98 -0.16 -0.50 0.00
N -2.87 0.53 -0.24 0.07
H 4.55 -3.73 -0.51 0.00
H 4.68 -2.14 1.39 0.00
H 3.08 -0.27 1.54 0.00
H 1.20 -1.59 -2.09 0.00
H 2.82 -3.45 -2.24 0.00
H 3.63 1.30 -0.28 0.00
H 4.12 3.65 0.24 0.00
H 2.31 5.23 0.81 0.00
H -0.05 4.47 0.85 0.00
H -4.25 3.49 0.54 0.00
H -6.35 2.17 0.07 0.00
H -6.12 -0.21 -0.63 0.00
H -3.84 -1.19 -0.81 0.00
C -1.20 -4.68 0.34 0.00
C -1.15 -3.23 0.17 0.01
N -1.11 -2.10 0.04 0.02
H -1.62 -5.14 -0.55 0.00
H -1.82 -4.92 1.21 0.00
H -0.19 -5.05 0.50 0.00
```

Calculated values
HOMO (alpha / beta) ... -14.309 / -14.878 eV
Multiplicity ... 5
Total charge ... +2
Orbital gap (alpha / beta) ... 0.240 / 0.226 Ha
Energy above the lowest of the compared OMol25 structures with the same formula, charge and spin ... 0.00 kJ/mol



Which energy belongs to each record? In order, -5935.217603, -2350.692327, -3548.582163, -3693.708447, -2389.614298 hartree.